C17H48N8O25S3 | the ωB97M-V functional and the def2-TZVPD basis

```
! wB97M-V def2-TZVPD RIJCOSX def2/J DEFGRID3
* xyz 0 1
C 1.10561 1.01320 0.54948
N 0.11864 0.57501 -0.50497
O 0.01011 -0.60676 -0.73913
O -0.45629 1.42748 -1.09363
H 1.57765 0.08954 0.88434
H 0.60454 1.50525 1.38309
H 1.83899 1.71496 0.15227
C 1.84278 -1.49016 1.98383
N 1.96837 -2.77103 2.80769
O 1.02699 -3.53741 2.85865
O 3.09004 -2.98463 3.19987
H 1.38167 -0.74720 2.63459
H 1.28930 -1.62236 1.05416
H 2.78806 -1.01931 1.71393
C 3.80228 1.85648 0.54355
N 4.96209 2.43376 -0.10523
O 5.30752 3.51133 0.30228
O 5.49010 1.86012 -1.06397
H 3.51544 0.93083 0.04457
H 2.98511 2.56693 0.66845
H 4.31248 1.64940 1.48425
C 1.48933 2.43280 -2.47446
N 2.95576 2.48914 -2.65880
O 3.36227 2.86418 -3.76942
O 3.68637 2.23641 -1.70881
H 1.45962 1.63077 -1.73690
H 1.05191 2.15815 -3.43431
H 1.06210 3.38057 -2.14689
C 1.97395 -1.95843 -1.60508
N 2.55238 -0.65182 -1.31501
O 3.25104 -0.49895 -0.31455
O 2.25568 0.24909 -2.12335
H 2.10485 -2.22489 -2.65387
H 0.90797 -1.89969 -1.38520
H 2.49547 -2.70518 -1.00634
C -0.31379 -2.39422 0.50646
N -0.86599 -3.30781 -0.50525
O -0.90584 -4.53737 -0.32455
O -1.41906 -2.75346 -1.41029
H -0.19747 -3.01092 1.39767
H -1.01983 -1.59770 0.74133
H 0.63115 -1.98092 0.15379
C 2.22333 1.71687 3.44889
N 2.95500 0.65426 2.73196
O 2.84453 0.60264 1.48064
O 3.71530 -0.02230 3.36897
H 1.17569 1.42046 3.50072
H 2.45686 2.50974 2.73830
H 2.78417 1.77567 4.38168
C -0.12447 3.31990 1.43010
N 0.82734 3.51651 0.34812
O 0.35591 3.84021 -0.70125
O 2.02596 3.40156 0.66556
H -0.68369 2.38615 1.37110
H -0.85623 4.10498 1.23961
H 0.39245 3.32743 2.38970
O -1.86667 -2.01402 1.96991
S -1.05306 -0.86991 2.28794
O 0.24102 -0.68393 1.65632
O -1.94568 0.56665 2.01343
C -3.31201 0.70175 2.56797
C -3.92633 1.96727 1.99732
C -0.86492 -0.79195 4.14727
H -3.37466 0.67932 3.65594
H -3.84314 -0.18224 2.21505
H -3.16325 2.74444 2.03988
H -4.78857 2.23334 2.60876
H -4.31090 1.93493 0.97793
H -0.19176 -1.61613 4.38323
H -1.83661 -1.06322 4.55998
H -0.54885 0.22837 4.36440
O -5.87997 -1.52531 -0.08232
S -4.47225 -1.78327 -0.39136
O -4.07958 -2.46351 -1.61572
O -3.59490 -0.36541 -0.18241
C -2.18063 -0.30510 -0.46848
C -1.98306 0.50324 -1.76563
C -3.76179 -2.72055 1.03133
H -1.74273 -1.28817 -0.64150
H -1.65219 0.01539 0.42937
H -0.92983 0.52523 -2.04549
H -2.14418 1.53420 -1.45058
H -2.52130 0.12873 -2.63634
H -3.93458 -2.13116 1.93181
H -2.70125 -2.94915 0.92598
H -4.31293 -3.65805 1.10507
O 1.87257 -1.34764 -4.20632
S 0.56781 -0.70882 -4.26437
O 0.09479 -0.03534 -5.47470
O -0.67872 -1.70428 -3.77852
C -2.01722 -1.26925 -4.02369
C -2.85452 -2.40205 -3.54797
C 0.53366 0.50715 -2.88903
H -2.13472 -1.16138 -5.10196
H -2.10895 -0.36700 -3.41901
H -2.82491 -3.22720 -4.25955
H -3.89993 -2.09583 -3.50985
H -2.56565 -2.75218 -2.55698
H -0.33402 1.12769 -3.11299
H 1.38395 1.18801 -2.92834
H 0.47109 0.06709 -1.89377
*
```

Values from the calculation:
* energy: -4187.61045 Ha
* max |F|: 13.180 eV/Å
* E_LUMO: -0.074 Ha
* gap between HOMO and LUMO: 7.08 eV
* energy above the lowest of the compared OMol25 structures with the same formula, charge and spin: 1063.2 kcal per mole

C17H49FN2O9S8 | the ωB97M-V functional and the def2-TZVPD basis

```
! wB97M-V def2-TZVPD RIJCOSX def2/J DEFGRID3
* xyz 0 1
C 2.68421 -5.03441 1.24947
N 2.26585 -3.70758 1.72483
C 1.06211 -3.21479 1.03119
C -0.19659 -3.90437 1.46935
N -0.21206 -4.85337 2.30025
S 3.40764 -2.54589 1.85500
O 3.27186 -1.50601 0.88506
O 3.59645 -2.18285 3.21344
F 4.69885 -3.34618 1.45051
H 2.84850 -5.04277 0.16672
H 1.87169 -5.70909 1.50759
H 3.58398 -5.36103 1.76298
H 1.17810 -3.31330 -0.05757
H 0.90129 -2.15095 1.21818
H -1.09719 -3.47542 1.02944
H -1.17650 -5.12554 2.48484
C -0.42976 2.07560 1.25564
S 0.62600 0.66197 0.92838
O -0.28094 -0.51578 0.77208
C 1.35339 0.58726 2.56683
H -1.00743 2.26523 0.35265
H -1.09392 1.83664 2.08682
H 0.19218 2.94065 1.48409
H 0.56058 0.46614 3.30570
H 1.91513 1.50524 2.74036
H 2.03080 -0.25849 2.59744
C -3.84593 -0.56480 0.69326
S -3.29755 -0.97612 2.35261
O -2.53209 -2.24493 2.23350
C -4.92122 -1.36443 2.99482
H -2.95676 -0.32766 0.11100
H -4.35125 -1.43039 0.26521
H -4.52660 0.28677 0.73627
H -5.36763 -2.14934 2.38417
H -5.53346 -0.46344 2.94880
H -4.81295 -1.70288 4.02357
C -8.42294 1.24338 -0.36168
S -8.54397 0.93180 1.39522
O -7.19825 0.45147 1.82596
C -9.59284 -0.52146 1.29474
H -7.73422 2.07728 -0.48492
H -8.02358 0.36013 -0.86027
H -9.40702 1.50230 -0.75368
H -9.09550 -1.27654 0.68651
H -10.55319 -0.24216 0.86159
H -9.73821 -0.89184 2.30740
C 4.16377 0.67139 -1.14347
S 4.59710 2.40781 -1.25212
O 3.45546 3.08085 -1.93624
C 5.90225 2.21162 -2.46249
H 3.32764 0.58208 -0.45290
H 3.87077 0.31976 -2.13433
H 5.00924 0.09970 -0.76133
H 5.48922 1.74206 -3.35568
H 6.70895 1.61758 -2.03377
H 6.28613 3.20115 -2.70093
C 9.65006 -0.69596 -0.67320
S 10.13447 1.03051 -0.78648
O 9.02139 1.73746 -1.47709
C 11.42398 0.79507 -2.01471
H 8.81139 -0.75130 0.01801
H 9.34738 -1.04696 -1.65949
H 10.48292 -1.28361 -0.28750
H 10.99085 0.33616 -2.90297
H 12.21433 0.17154 -1.59705
H 11.82015 1.77860 -2.25818
C 0.40872 -0.54886 -2.73845
S -1.20689 -0.93370 -3.41372
O -1.38880 -2.40329 -3.28414
C -0.78176 -0.62332 -5.13351
H 0.35713 -0.72348 -1.66545
H 1.15446 -1.20294 -3.19348
H 0.64969 0.49813 -2.92864
H 0.04612 -1.27313 -5.41627
H -0.51453 0.42606 -5.25845
H -1.65987 -0.85583 -5.73231
C -5.53275 5.76657 -0.11328
S -4.79916 4.15195 -0.39821
O -5.86728 3.30152 -0.99162
C -4.68117 3.67521 1.32976
H -5.73365 6.20653 -1.08783
H -6.46270 5.64271 0.44111
H -4.83027 6.39266 0.43663
H -5.67485 3.69713 1.77654
H -4.00146 4.35151 1.84842
H -4.28755 2.66106 1.35948
*
```

Values from the calculation:
* energy: -4748.91953 Ha
* max |F|: 0.783 eV/Å
* E_LUMO: 0.014 Ha
* gap between HOMO and LUMO: 8.83 eV

C17H50AsF6N12O9Tl | the ωB97M-V functional and the def2-TZVPD basis

```
! wB97M-V def2-TZVPD RIJCOSX def2/J DEFGRID3
* xyz 2 1
Tl -2.43685 16.39423 -12.39078
As -0.78281 14.65489 -16.43435
F -1.49628 15.16065 -14.83964
F -2.40625 15.20840 -17.17516
F -0.14878 14.35343 -18.06639
F 0.81924 14.07970 -15.68420
F -1.37449 13.01049 -16.44248
F -0.23535 16.36428 -16.52936
C -3.47343 10.38615 -17.29876
O -2.63335 9.50802 -18.07069
C -1.30043 10.13668 -18.25632
C -0.41246 8.97811 -18.62762
N 0.41541 8.48300 -17.61832
C 1.43919 9.36063 -17.04033
C 2.33452 10.16515 -18.06638
O 3.47425 10.85811 -17.62356
C 3.24029 11.75017 -16.54010
H -3.43893 11.38751 -17.72790
H -3.01623 10.51466 -16.31766
H -4.54425 10.25268 -17.14509
H -0.85962 10.47873 -17.31996
H -1.24123 10.89078 -19.04112
H 0.21474 9.44330 -19.38808
H -1.08358 8.15847 -18.88431
H 0.93058 7.72338 -18.03982
H 2.02837 8.67415 -16.43228
H 0.97258 10.16134 -16.46653
H 1.66435 10.84583 -18.59140
H 2.64709 9.48553 -18.85917
H 4.20554 12.06531 -16.14378
H 2.51613 11.29733 -15.86287
H 2.71869 12.57405 -17.02718
C -0.57194 16.64947 -21.01350
O 0.82716 16.62119 -21.29533
C 1.57604 16.49395 -20.05584
C 3.03561 16.02062 -20.16257
N 3.65707 16.84596 -21.15384
C 3.66289 16.24010 -22.48486
C 4.47580 17.05930 -23.47635
O 4.36722 16.35346 -24.69924
C 5.46033 16.65000 -25.66683
H -1.10684 16.47149 -21.94640
H -0.83981 17.62705 -20.61265
H -0.82441 15.85465 -20.31162
H 1.18560 15.70555 -19.41236
H 1.48372 17.53921 -19.76088
H 3.06472 14.95870 -20.40666
H 3.46479 16.00578 -19.16073
H 3.11861 17.69490 -21.25108
H 2.84368 15.67926 -22.93480
H 4.26045 15.34255 -22.32541
H 5.53511 17.04323 -23.22000
H 4.20277 18.11025 -23.57156
H 6.39469 16.38379 -25.17265
H 5.41027 17.71521 -25.89248
H 5.48265 15.93298 -26.48749
C -2.46817 19.10461 -15.73829
O -2.46701 18.25842 -14.81100
N -1.92079 18.84716 -16.84148
N -3.12021 20.15462 -15.93227
H -2.18499 19.26500 -17.72222
H -1.30757 18.04593 -16.79580
H -2.85264 20.51507 -16.83703
H -3.92418 20.59386 -15.50707
C 1.31292 17.88077 -13.72474
O 0.40089 17.23893 -13.21551
N 2.18107 18.49313 -12.92219
N 1.66553 17.93206 -15.00587
H 3.05873 18.65152 -13.39623
H 2.01701 18.75633 -11.96099
H 0.98351 17.52019 -15.62661
H 2.43719 18.46568 -15.37990
C -0.31044 12.83168 -12.62318
O -0.61203 13.97190 -12.44127
N -0.44275 11.95353 -11.70602
N 0.06234 12.24527 -13.69606
H -0.21450 11.01233 -11.99261
H -0.54494 12.39108 -10.80146
H 0.23841 12.72505 -14.56722
H 0.48297 11.34900 -13.49643
C -4.13064 12.82926 -13.46564
O -3.50037 13.71668 -12.89608
N -4.87309 12.02143 -12.81895
N -4.03963 12.45805 -14.77385
H -4.66362 12.01521 -11.83093
H -4.94320 11.18168 -13.37572
H -3.17559 12.70242 -15.23625
H -4.46740 11.61438 -15.12788
C -5.24199 16.46919 -15.27839
O -4.72299 16.16275 -14.17961
N -6.31269 17.17830 -15.34626
N -4.87444 15.98441 -16.43831
H -6.55012 17.80233 -14.58841
H -6.81764 17.37088 -16.19950
H -5.38206 16.48655 -17.15264
H -4.11976 15.35722 -16.67745
*
```

Values from the calculation:
* energy: -5018.69649 Ha
* max |F|: 8.656 eV/Å
* E_LUMO: -0.423 Ha
* gap between HOMO and LUMO: 1.53 eV
* energy above the lowest of the compared OMol25 structures with the same formula, charge and spin: 0.0 kcal per mole

C17H51O9Y | the ωB97M-V functional and the def2-TZVPD basis

```
! wB97M-V def2-TZVPD RIJCOSX def2/J DEFGRID3
* xyz 2 1
Y -0.05620 1.32272 2.93935
C -0.07351 -0.36226 -0.30664
O -0.17846 0.49160 0.79557
H -1.04684 -0.50055 -0.79627
H 0.56546 0.08410 -1.07268
H 0.25328 -1.37240 -0.04077
C 1.33937 -4.87353 0.05303
C 0.16942 -5.60528 0.68104
O 0.13916 -5.22935 2.07217
H 1.14660 -3.79738 0.03485
H 1.42304 -5.15249 -0.99944
H 2.26757 -5.06923 0.58400
H 0.20546 -6.69235 0.59308
H -0.76374 -5.29960 0.19531
H -0.72910 -5.46503 2.41641
C 3.76534 0.02081 1.72330
C 2.81491 -0.79464 2.58697
O 2.02181 0.12461 3.40254
H 4.41592 0.63176 2.35347
H 3.16269 0.69093 1.10592
H 4.41251 -0.59607 1.10070
H 3.34650 -1.52785 3.19639
H 2.15619 -1.41933 1.98245
H 2.58579 0.35423 4.15746
C -2.30053 -2.41341 3.46485
C -0.87077 -2.05573 3.17085
O -0.48979 -0.79623 3.85390
H -2.99789 -1.65624 3.09628
H -2.51113 -2.56417 4.52375
H -2.54038 -3.31714 2.90146
H -0.72054 -1.92653 2.10050
H -0.19660 -2.84550 3.50536
H -0.34432 -1.08081 4.76987
C -1.50919 0.81790 -4.06035
C -2.08756 1.88974 -3.12592
O -3.15143 2.59182 -3.74969
H -2.29083 0.09653 -4.31571
H -0.72748 0.27215 -3.52300
H -1.15062 1.17912 -5.02102
H -1.28305 2.60987 -2.93179
H -2.42487 1.45293 -2.18060
H -3.98572 2.29305 -3.37830
C -0.97988 4.92628 -0.02829
C -1.01844 3.48053 0.41069
O -0.89485 3.30338 1.83979
H -0.03063 5.42693 0.16586
H -1.83865 5.47566 0.36532
H -1.02054 4.95686 -1.12003
H -0.14937 3.02955 -0.07607
H -1.88203 2.95297 0.00397
H -1.58735 3.83964 2.26557
C 2.84332 -1.12051 -2.81761
C 3.38502 -1.87758 -1.63512
O 4.68763 -1.33244 -1.33164
H 3.50152 -1.17850 -3.68293
H 2.72655 -0.06089 -2.57297
H 1.83546 -1.44107 -3.10382
H 3.48116 -2.95237 -1.79577
H 2.73074 -1.69031 -0.77364
H 5.32431 -2.02311 -1.53631
C -4.05494 0.28902 0.43840
C -5.49387 -0.15208 0.69311
O -6.24703 0.33421 -0.37973
H -3.69179 -0.05467 -0.52921
H -3.37955 -0.09217 1.21101
H -4.00014 1.37976 0.48035
H -5.80434 0.27268 1.65561
H -5.52070 -1.24149 0.80281
H -7.19193 0.18161 -0.29062
C 2.07614 3.23544 -2.65481
C 2.60251 3.91884 -1.38543
O 2.91990 2.95511 -0.37100
H 1.90411 4.02083 -3.39371
H 1.13523 2.71343 -2.46694
H 2.78891 2.49515 -3.01471
H 1.85365 4.59103 -0.97044
H 3.52287 4.45865 -1.62406
H 3.70654 2.46884 -0.63627
*
```

Values from the calculation:
* energy: -1393.20291 Ha
* max |F|: 5.866 eV/Å
* E_LUMO: -0.297 Ha
* gap between HOMO and LUMO: 5.97 eV
* energy above the lowest of the compared OMol25 structures with the same formula, charge and spin: 0.0 kcal per mole

C17H52O9 | the ωB97M-V functional and the def2-TZVPD basis

```
! wB97M-V def2-TZVPD RIJCOSX def2/J DEFGRID3
* xyz 0 1
C -1.16762 2.62389 1.97632
C -1.04032 4.21869 2.08273
C -1.06163 4.95952 0.70246
O -1.99115 4.72922 3.02778
H -2.13720 2.34551 1.57355
H -0.97156 2.11696 2.94296
H -0.44095 2.12993 1.38668
H -0.04601 4.44558 2.39411
H -0.79819 5.99735 0.80917
H -2.03312 4.81042 0.25590
H -0.39063 4.54842 -0.04524
H -2.77615 4.21766 2.84582
C 5.04986 -2.06969 0.30217
C 4.67779 -3.19896 1.24076
C 5.64303 -3.13934 2.39045
O 3.36454 -3.01225 1.60053
H 6.02892 -2.24900 -0.08360
H 4.95165 -1.12175 0.82168
H 4.42417 -1.94115 -0.57108
H 4.72993 -4.18609 0.83146
H 6.65411 -3.47729 2.08008
H 5.35196 -3.85339 3.19657
H 5.65165 -2.13090 2.83195
H 3.09353 -3.63048 2.30395
C -0.40797 -1.84861 0.27443
C 0.77188 -1.25884 -0.48704
C 0.40466 0.12166 -1.12983
O 1.80959 -1.03471 0.45532
H -0.04705 -2.62093 0.95282
H -1.15353 -2.30622 -0.39473
H -0.98223 -1.07149 0.79768
H 1.20826 -1.97327 -1.22802
H -0.53051 0.04942 -1.71136
H 1.20358 0.63009 -1.73156
H 0.14333 0.82363 -0.29590
H 2.25680 -1.86317 0.73500
C -5.19770 3.17922 -1.91755
C -4.52282 1.88399 -1.50601
C -3.02830 1.93089 -1.55290
O -4.88413 1.63986 -0.12578
H -4.87464 4.08839 -1.43034
H -6.25249 3.15544 -1.78312
H -5.03988 3.27631 -2.99341
H -4.85765 1.03618 -2.11320
H -2.70134 2.85212 -1.09836
H -2.79244 1.96975 -2.59946
H -2.45571 1.16257 -1.04226
H -4.53222 0.80939 0.18818
C 4.13456 2.60886 -3.12587
O 2.87992 2.42348 -2.51152
H 4.62350 1.65616 -3.32948
H 4.00209 3.12160 -4.07988
H 4.71951 3.26024 -2.49242
H 3.05822 2.07083 -1.64590
C -0.36633 -3.56723 -3.23568
O -1.00913 -2.68454 -4.18066
H 0.68807 -3.26846 -3.18582
H -0.89817 -3.44214 -2.26745
H -0.38631 -4.59567 -3.57239
H -0.83629 -1.82326 -3.80182
C -2.03382 -5.58075 0.53577
O -2.91235 -4.40521 0.44167
H -2.60159 -6.37909 0.14175
H -1.11181 -5.34948 -0.05298
H -1.77120 -5.66257 1.56763
H -3.77825 -4.66412 0.75399
C 2.85038 2.36186 1.14829
O 3.37131 1.34040 0.31313
H 2.79453 2.11750 2.20684
H 3.59326 3.19394 1.08498
H 1.88742 2.75123 0.81637
H 2.73272 0.59816 0.44221
C -3.73905 -0.41131 2.42501
O -3.56029 -0.75044 1.05220
H -2.78436 -0.37188 2.90001
H -4.34684 0.52794 2.56240
H -4.36697 -1.22102 2.85466
H -3.13687 -1.61961 1.07519
*
```

Values from the calculation:
* energy: -1355.92523 Ha
* max |F|: 2.742 eV/Å
* E_LUMO: 0.007 Ha
* gap between HOMO and LUMO: 9.85 eV
* energy above the lowest of the compared OMol25 structures with the same formula, charge and spin: 65.6 kcal per mole
* SMILES string: CC(C)O.CC(C)O.CC(C)O.CC(C)O.CO.CO.CO.CO.CO